[1]
# C30H76Cl8N9O5P3

A 8-piece molecular cluster, C30H76Cl8N9O5P3 overall in a non-equilibrium geometry (the ωB97M-V functional and the def2-TZVPD basis, OMol25).

ORCA input file:
```
! RIJCOSX wB97M-V def2-TZVPD def2/J DEFGRID3
* xyz 0 1
Cl -1.100 1.695 0.812
C 0.141 0.382 0.808
C -0.160 -0.528 -0.348
Cl -1.721 -1.378 -0.091
H 0.342 0.017 1.808
H 1.069 0.911 0.568
H 0.573 -1.330 -0.372
H -0.281 0.009 -1.276
Cl -1.742 -2.395 3.689
C -2.510 -3.727 2.773
C -3.824 -3.266 2.190
Cl -4.878 -4.691 1.999
H -2.698 -4.544 3.467
H -1.787 -4.124 2.066
H -3.694 -2.820 1.205
H -4.299 -2.479 2.770
Cl 0.403 4.105 -3.086
C 0.646 2.401 -3.490
C 2.038 2.156 -4.040
Cl 2.326 0.410 -4.237
H -0.146 2.108 -4.175
H 0.529 1.776 -2.609
H 2.773 2.516 -3.327
H 2.154 2.644 -5.003
Cl 2.066 -2.858 -2.834
C 3.357 -2.198 -1.777
C 4.080 -3.303 -1.070
Cl 5.029 -4.313 -2.176
H 2.884 -1.514 -1.085
H 4.032 -1.599 -2.384
H 3.470 -3.892 -0.391
H 4.803 -2.820 -0.404
O 5.688 1.523 2.845
P 5.388 2.672 1.972
N 4.031 3.532 2.417
C 4.113 4.244 3.687
C 2.749 2.834 2.256
N 5.127 2.182 0.417
C 4.898 0.770 0.092
C 4.836 3.192 -0.598
N 6.549 3.846 1.944
C 6.377 5.239 1.601
C 7.908 3.338 1.835
H 3.903 3.617 4.564
H 3.475 5.128 3.711
H 5.142 4.572 3.837
H 1.941 3.470 2.606
H 2.743 1.957 2.925
H 2.696 2.456 1.236
H 4.351 0.275 0.892
H 4.417 0.709 -0.882
H 5.863 0.254 0.038
H 5.687 3.871 -0.661
H 4.750 2.716 -1.573
H 3.938 3.763 -0.344
H 6.095 5.841 2.468
H 7.291 5.633 1.152
H 5.654 5.467 0.809
H 8.416 3.683 0.928
H 7.944 2.251 1.847
H 8.518 3.707 2.668
O -4.946 3.330 4.726
P -4.955 3.068 3.277
N -3.942 4.075 2.429
C -2.724 4.493 3.130
C -3.909 4.184 0.990
N -6.428 3.235 2.534
C -7.351 2.116 2.459
C -7.078 4.538 2.757
N -4.484 1.511 2.923
C -3.432 0.953 3.770
C -4.655 0.882 1.609
H -2.903 5.415 3.695
H -1.944 4.775 2.424
H -2.392 3.723 3.822
H -4.922 4.053 0.602
H -3.318 3.434 0.435
H -3.526 5.166 0.710
H -8.306 2.410 2.896
H -7.573 1.860 1.414
H -6.980 1.211 2.932
H -6.520 5.287 2.188
H -8.090 4.543 2.359
H -7.070 4.815 3.813
H -2.476 1.443 3.562
H -3.726 1.055 4.813
H -3.330 -0.115 3.568
H -5.488 1.325 1.074
H -4.979 -0.134 1.867
H -3.713 0.918 1.067
O -1.413 -6.139 -5.251
P -1.932 -4.761 -5.141
N -1.488 -4.098 -3.692
C -1.725 -2.698 -3.367
C -0.864 -4.904 -2.665
N -3.579 -4.790 -5.357
C -4.354 -3.599 -5.411
C -4.317 -6.025 -5.198
N -1.401 -3.646 -6.225
C -2.003 -3.576 -7.542
C -0.109 -2.987 -6.095
H -1.932 -2.128 -4.271
H -0.884 -2.327 -2.782
H -2.628 -2.555 -2.754
H -0.568 -4.266 -1.831
H 0.034 -5.386 -3.052
H -1.512 -5.666 -2.222
H -4.800 -3.379 -6.384
H -5.151 -3.591 -4.645
H -3.857 -2.711 -5.014
H -5.117 -5.904 -4.462
H -4.787 -6.290 -6.154
H -3.666 -6.846 -4.916
H -2.343 -2.556 -7.751
H -1.319 -3.921 -8.322
H -2.876 -4.222 -7.613
H 0.294 -2.784 -7.086
H 0.645 -3.703 -5.733
H -0.124 -2.145 -5.404
O 2.698 -1.178 1.663
C 3.043 -1.742 2.671
O 2.890 -3.051 2.848
C 3.290 -3.462 4.200
C 3.480 -2.151 4.957
C 3.676 -1.084 3.876
H 4.211 -4.022 4.071
H 2.446 -4.048 4.544
H 4.308 -2.272 5.657
H 2.631 -1.908 5.597
H 4.734 -0.982 3.628
H 3.168 -0.159 4.114
*
```

largest force on an atom	1.9	eV/Å
LUMO	0.2871	eV
SMILES	CN(C)P(=O)(N(C)C)N(C)C.CN(C)P(=O)(N(C)C)N(C)C.CN(C)P(=O)(N(C)C)N(C)C.O=C1CCCO1.ClCCCl.ClCCCl.ClCCCl.ClCCCl
total energy	-184042.3348	eV
highest occupied orbital energy	-8.04	eV
frontier orbital gap	8.33	eV
relative energy (zero: lowest compared OMol25 entry of this formula, charge and spin)	19.9	kJ/mol

***

[2]
# C30H76NO10P

A 7-piece molecular cluster, C30H76NO10P overall (the ωB97M-V functional and the def2-TZVPD basis, OMol25).

ORCA input file:
```
! RIJCOSX wB97M-V def2-TZVPD def2/J DEFGRID3
* xyz 0 1
C 4.518 -2.260 0.399
C 4.401 -2.066 -1.109
O 3.700 -0.901 -1.496
C 4.422 0.295 -1.281
C 3.502 1.500 -1.400
O 2.463 1.482 -0.461
P 0.973 0.653 -0.818
C 1.104 -0.436 0.621
C -0.740 -0.063 -1.411
O -1.542 -0.669 -0.366
N -1.653 -2.034 -0.538
O -2.533 -2.474 0.103
H 4.958 -1.394 0.901
H 5.165 -3.122 0.601
H 3.541 -2.462 0.847
H 3.840 -2.903 -1.541
H 5.399 -2.077 -1.579
H 5.239 0.395 -2.017
H 4.893 0.317 -0.288
H 3.123 1.610 -2.429
H 4.119 2.386 -1.200
H 1.529 0.198 -2.024
H 0.356 1.904 -0.698
H 2.142 -0.404 0.958
H 0.438 -0.098 1.419
H 0.857 -1.459 0.328
H -1.359 0.774 -1.759
H -0.632 -0.784 -2.230
C 8.451 -0.424 2.061
C 8.221 -0.075 0.601
O 7.528 1.143 0.396
C 8.147 2.311 0.905
C 9.519 2.595 0.317
H 7.502 -0.463 2.599
H 8.934 -1.399 2.136
H 9.093 0.303 2.560
H 7.587 -0.833 0.137
H 9.171 -0.078 0.054
H 8.202 2.275 1.999
H 7.461 3.119 0.648
H 10.241 1.816 0.565
H 9.901 3.536 0.713
H 9.462 2.672 -0.769
C -7.829 -4.365 -1.321
C -7.041 -5.645 -1.541
O -5.739 -5.444 -2.060
C -4.868 -4.660 -1.262
C -4.605 -5.228 0.121
H -7.906 -3.799 -2.251
H -8.836 -4.607 -0.977
H -7.369 -3.723 -0.570
H -7.542 -6.264 -2.286
H -7.003 -6.230 -0.614
H -5.234 -3.630 -1.188
H -3.935 -4.622 -1.825
H -5.510 -5.277 0.728
H -3.885 -4.599 0.644
H -4.198 -6.238 0.046
C -1.541 -9.597 0.928
C -0.625 -8.407 1.154
O 0.428 -8.295 0.213
C 0.036 -8.152 -1.141
C -0.825 -6.931 -1.413
H -0.969 -10.526 0.930
H -2.285 -9.645 1.724
H -2.075 -9.531 -0.020
H -0.123 -8.504 2.117
H -1.211 -7.481 1.192
H -0.470 -9.058 -1.495
H 0.973 -8.077 -1.693
H -1.777 -6.976 -0.882
H -1.042 -6.855 -2.479
H -0.310 -6.023 -1.097
C -4.285 2.187 4.607
C -3.974 2.700 3.211
O -3.010 1.939 2.505
C -3.338 0.582 2.248
C -4.585 0.390 1.404
H -3.374 2.128 5.205
H -4.983 2.864 5.100
H -4.741 1.196 4.589
H -3.542 3.699 3.278
H -4.898 2.798 2.629
H -3.420 0.018 3.185
H -2.479 0.186 1.711
H -5.483 0.757 1.903
H -4.724 -0.671 1.196
H -4.484 0.917 0.453
C -1.240 5.109 1.845
C -2.482 5.709 1.212
O -3.242 6.525 2.089
C -2.571 7.654 2.619
C -2.072 8.633 1.569
H -1.515 4.530 2.727
H -0.746 4.441 1.138
H -0.513 5.863 2.150
H -3.164 4.910 0.918
H -2.224 6.258 0.300
H -1.746 7.344 3.270
H -3.312 8.141 3.255
H -1.315 8.189 0.922
H -1.622 9.498 2.057
H -2.897 8.976 0.943
C 0.902 4.804 -5.109
C 0.163 3.838 -4.200
O 0.686 3.765 -2.885
C 0.680 4.967 -2.134
C -0.701 5.557 -1.915
H 1.960 4.545 -5.165
H 0.479 4.761 -6.114
H 0.823 5.836 -4.763
H 0.254 2.823 -4.589
H -0.906 4.077 -4.179
H 1.344 5.710 -2.590
H 1.122 4.691 -1.176
H -1.175 5.860 -2.850
H -0.625 6.443 -1.282
H -1.354 4.835 -1.422
*
```

largest force on an atom	0.4	eV/Å
LUMO	0.4735	eV
SMILES	CCOCCO[PH2](C)CON=O.CCOCC.CCOCC.CCOCC.CCOCC.CCOCC.CCOCC
total energy	-63589.3668	eV
highest occupied orbital energy	-8.99	eV
frontier orbital gap	9.47	eV